[1]
The following is a quantum chemistry calculation of C27H43BrHgN2O2P2 as an isolated structure at a distorted geometry, from OMol25.

Results
- 2S+1: 1
- Gap between HOMO and LUMO (alpha / beta): 3.5132 / 4.2491 eV
- ΔE to the lowest compared entry with this formula, charge and spin: 418.6 kJ/mol
- HOMO level (alpha / beta): -12.03 / -12.25 eV
- Charge: +2
- E: -128544.5629 eV

XYZ file:
```
78
Properties=species:S:1:pos:R:3:mulliken_charge:R:1
C -0.560 6.451 -3.491 -0.46
C -0.751 5.083 -3.875 0.65
C -1.054 4.902 -5.257 -0.47
C -1.261 6.014 -6.099 -0.31
N -1.140 7.274 -5.686 -0.51
C -0.787 7.489 -4.420 -0.27
C -0.716 3.958 -2.974 0.42
C -0.817 3.114 -2.066 -0.67
C -1.109 2.595 -0.706 -0.41
C -0.155 2.637 0.339 -0.70
C -0.305 1.810 1.429 0.25
C -1.430 0.950 1.554 0.26
C -2.591 1.309 0.832 -0.95
C -2.389 2.054 -0.360 0.00
Hg -0.237 1.128 -2.608 0.52
P 1.743 -1.498 0.805 0.83
H -1.182 3.904 -5.679 0.36
H -0.284 6.733 -2.476 0.40
H -1.545 5.870 -7.143 0.37
H -0.689 8.537 -4.121 0.38
H -3.237 2.197 -1.050 0.58
H 0.729 3.259 0.290 0.58
H -3.575 1.047 1.213 0.62
H 0.474 1.780 2.211 0.22
C 2.054 -2.921 1.948 -0.65
C 3.076 -3.919 1.427 -1.37
H 1.078 -3.401 2.098 0.48
H 2.359 -2.477 2.905 0.56
H 3.191 -4.734 2.158 0.41
H 2.742 -4.356 0.473 0.22
H 4.061 -3.441 1.287 0.30
C 2.626 -1.939 -0.766 -0.24
C 3.373 -0.775 -1.423 -1.43
H 1.828 -2.327 -1.439 -0.11
H 3.331 -2.782 -0.627 0.43
H 3.285 -0.830 -2.517 0.36
H 2.991 0.193 -1.081 0.27
H 4.439 -0.840 -1.168 0.32
C 2.861 -0.280 1.624 -0.12
C 4.318 -0.696 1.750 -1.49
H 2.449 -0.092 2.629 -0.05
H 2.748 0.661 1.066 0.36
H 4.883 0.196 2.052 0.43
H 4.461 -1.461 2.525 0.28
H 4.746 -1.060 0.806 0.25
Br -1.242 -0.842 1.922 0.21
P -2.397 -2.987 -1.021 0.16
C -0.653 -3.576 -1.003 1.00
C -0.454 -5.048 -1.455 -1.45
H -0.219 -3.433 0.001 -0.48
H -0.092 -2.940 -1.706 0.07
H 0.605 -5.235 -1.681 0.39
H -0.731 -5.795 -0.698 0.38
H -1.004 -5.296 -2.374 0.44
C -3.247 -2.800 0.603 0.01
C -4.494 -3.703 0.713 -1.40
H -3.573 -1.757 0.750 0.02
H -2.580 -3.042 1.448 0.37
H -4.821 -3.864 1.751 0.40
H -5.348 -3.257 0.191 0.35
H -4.320 -4.692 0.286 0.38
C -2.739 -1.497 -2.003 1.08
C -3.109 -1.895 -3.440 -1.43
H -1.872 -0.816 -2.129 -1.09
H -3.528 -0.909 -1.503 0.48
H -3.430 -0.994 -3.967 0.41
H -2.208 -2.259 -3.942 0.38
H -3.898 -2.652 -3.512 0.42
N 1.661 2.111 6.526 -0.17
C 0.464 1.841 5.712 -0.68
C 1.090 1.361 4.435 0.66
O 0.235 0.802 3.708 -0.63
O 2.348 1.522 4.314 -0.81
H 1.545 1.726 7.446 0.34
H 1.752 3.128 6.574 0.36
H 2.497 1.711 5.999 0.35
H -0.139 1.041 6.157 0.30
H -0.130 2.730 5.505 0.26
```

***

[2]
The following is a quantum chemistry calculation of C27H43Cl2N3NbO4 as an isolated structure at a distorted geometry, from OMol25.

Results
- 2S+1: 1
- Gap between HOMO and LUMO: 6.4004 eV
- HOMO level: -4.27 eV
- Charge: -1
- E: -67929.1079 eV

XYZ file:
```
80
Properties=species:S:1:pos:R:3:mulliken_charge:R:1
C -1.444 6.139 0.164 -0.70
C -2.883 5.656 -0.481 -0.27
O -2.671 4.364 -1.187 -0.34
C -3.799 3.491 -0.742 -0.41
C -3.811 2.079 -1.625 -0.65
O -2.550 1.387 -1.320 -0.02
C -2.261 0.337 -2.308 -0.61
C -0.652 -0.061 -2.083 0.01
O -0.316 0.215 -0.677 -0.04
C 1.117 0.504 -0.500 0.47
Nb 2.161 -0.944 0.981 -1.01
C 2.895 -2.122 -0.802 -0.22
C 4.469 -2.107 -1.155 0.00
C 4.627 -2.051 -2.821 -0.82
C 4.161 -0.499 -3.234 0.47
C 4.906 0.848 -2.618 -0.28
C 4.428 2.380 -2.973 -0.35
C 3.147 2.669 -3.968 -0.39
C 2.400 1.353 -4.620 -0.36
C 2.888 -0.204 -4.258 -0.41
N 0.356 -2.176 0.950 -0.62
C -0.395 -1.969 2.082 0.86
C -0.154 -2.681 3.550 -0.92
C -1.708 -0.949 1.985 -0.54
O 1.358 0.019 2.675 -0.62
C 1.168 1.462 2.484 0.56
N 0.635 2.642 2.240 -0.60
C 3.975 0.407 1.128 0.68
Cl 4.024 2.184 0.482 -0.21
C 5.284 -0.032 1.761 0.00
C 5.528 -1.511 2.421 -0.75
Cl 6.757 1.150 1.847 -0.26
H -1.054 7.117 -0.374 0.23
H -1.516 6.270 1.338 0.24
H -0.694 5.225 -0.005 0.18
H -3.240 6.522 -1.215 0.22
H -3.700 5.437 0.346 0.29
H -4.803 4.088 -0.964 0.33
H -3.659 3.244 0.395 0.33
H -4.690 1.366 -1.320 0.23
H -3.888 2.357 -2.759 0.29
H -2.958 -0.601 -2.259 0.25
H -2.346 0.790 -3.406 0.32
H -0.580 -1.221 -2.235 0.16
H -0.066 0.578 -2.869 0.06
H 1.638 0.269 -1.548 -0.35
H 1.351 1.629 -0.283 0.18
H 2.853 -2.205 2.134 -0.04
H 2.597 -3.264 -0.609 0.31
H 2.219 -1.817 -1.739 0.02
H 4.948 -3.132 -0.802 0.27
H 5.118 -1.228 -0.761 -0.05
H 5.721 -2.297 -3.175 0.32
H 3.805 -2.757 -3.262 0.31
H 5.824 0.687 -1.878 0.23
H 4.985 3.294 -2.472 0.31
H 2.777 3.780 -4.198 0.26
H 1.478 1.551 -5.323 0.33
H 2.259 -1.064 -4.761 0.19
H -1.094 -3.239 3.976 0.28
H 0.821 -3.365 3.560 0.20
H 0.081 -1.805 4.315 0.25
H -1.425 0.149 1.695 0.13
H -2.305 -0.956 3.013 0.25
H -2.403 -1.419 1.138 0.09
H 6.655 -1.677 2.774 0.32
H 4.895 -1.534 3.432 0.22
H 5.223 -2.414 1.742 0.14
C -6.738 -3.807 1.748 -1.13
C -6.323 -3.260 3.110 -0.58
C -4.932 -2.624 3.098 -0.24
C -3.896 -3.662 2.699 0.30
N -3.036 -4.523 2.368 -0.53
H -6.071 -4.608 1.414 0.35
H -7.748 -4.226 1.798 0.33
H -6.734 -3.016 0.990 0.29
H -6.352 -4.076 3.844 0.30
H -7.056 -2.512 3.431 0.33
H -4.688 -2.235 4.092 0.36
H -4.897 -1.789 2.390 0.27
```

***

[3]
The following is a quantum chemistry calculation of C27H43ClFeN4O6 as an isolated structure, from OMol25.

Results
- 2S+1: 6
- Gap between HOMO and LUMO (alpha / beta): 7.5510 / 8.8637 eV
- <S²>: 8.795
- HOMO level (alpha / beta): -9.43 / -11.81 eV
- Charge: +1
- E: -93846.4366 eV

XYZ file:
```
82
Properties=species:S:1:pos:R:3:lowdin_spin:R:1
Fe 0.297 -0.392 0.208 3.68
C 0.669 -1.416 3.781 0.00
C 0.329 0.005 3.355 0.00
C 1.544 0.985 3.331 0.00
C 2.956 0.810 2.684 0.00
C 3.769 -0.340 3.263 0.00
C 3.672 2.144 2.896 0.00
N 2.807 0.564 1.197 0.01
C 3.915 0.798 0.211 0.00
C 4.223 -0.415 -0.687 0.00
N 3.132 -1.093 -1.378 0.00
C 2.824 -2.484 -1.047 0.00
C 1.548 -2.433 -0.235 0.00
O 0.437 -2.660 -0.729 0.04
O 1.661 -1.864 0.921 0.04
C 2.341 -0.452 -2.370 0.00
C 2.061 -1.295 -3.600 0.00
C 0.053 0.616 -2.483 0.00
C -2.351 -0.469 -1.728 0.04
C -2.601 2.171 -1.771 0.03
C -3.134 -1.729 -2.097 0.01
N -1.712 -0.721 -0.389 0.04
C -2.528 -0.828 0.851 0.01
C -1.638 -0.927 2.102 0.01
N -0.562 0.095 2.140 0.04
C -1.085 1.467 2.016 0.00
C -0.253 2.330 1.068 0.01
O -0.376 3.530 1.075 0.01
O 0.520 1.652 0.257 0.07
H 1.349 -1.363 4.632 0.00
H 1.137 -2.002 2.996 0.00
H -0.221 -1.942 4.125 0.00
H -0.273 0.425 4.174 0.00
H 1.794 1.111 4.388 0.00
H 1.179 1.968 3.024 0.00
H 3.885 -0.204 4.338 0.00
H 4.772 -0.356 2.828 0.00
H 3.300 -1.305 3.083 0.00
H 3.653 2.395 3.955 0.00
H 3.178 2.952 2.352 0.00
H 4.718 2.102 2.597 0.00
H 2.532 -0.439 1.112 0.00
H 1.997 1.147 0.881 0.00
H 4.827 1.064 0.738 0.00
H 3.620 1.660 -0.387 0.00
H 4.723 -1.172 -0.084 0.00
H 4.966 -0.060 -1.411 0.00
H 3.633 -2.899 -0.450 0.00
H 2.696 -3.092 -1.939 0.00
H 2.829 0.488 -2.645 0.00
H 1.421 -2.141 -3.359 0.00
H 3.003 -1.652 -4.016 0.00
H 1.552 -0.713 -4.365 0.00
H 0.438 0.905 -3.460 0.00
H -0.189 1.504 -1.909 0.00
H -1.940 2.356 -2.617 0.00
H -2.037 2.275 -0.843 0.00
H -3.355 2.958 -1.785 0.00
H -3.387 -1.749 -3.151 0.00
H -4.056 -1.782 -1.517 0.00
H -2.532 -2.618 -1.889 0.00
H -1.360 -1.673 -0.521 0.00
H -3.158 -1.722 0.827 0.00
H -3.199 0.014 0.927 0.00
H -1.156 -1.905 2.126 0.00
H -2.291 -0.864 2.981 0.00
H -1.137 1.967 2.986 0.00
H -2.102 1.458 1.626 0.00
Cl -7.742 -0.202 -2.798 0.10
C -6.120 0.240 -2.467 0.31
C -5.723 0.530 -1.143 0.00
C -4.434 0.833 -0.865 0.21
C -3.323 0.814 -1.883 0.05
C -3.912 0.721 -3.275 0.22
C -5.206 0.429 -3.528 0.00
C -1.185 -0.277 -2.754 0.01
O -1.259 -0.798 -3.836 0.00
O 1.054 -0.077 -1.734 0.03
H -6.478 0.579 -0.370 0.00
H -4.202 1.239 0.112 0.01
H -3.236 0.877 -4.106 0.01
H -5.561 0.350 -4.547 0.00
```

***

Number 2 is which compound? C27H43Cl2N3NbO4

***

Among the records above, which one has the highest charge? C27H43BrHgN2O2P2